This record from the OMol25 dataset describes the molecule C3H7BrN2 at a distorted geometry. The level of theory is ωB97M-V/def2-TZVPD.

- Highest occupied orbital energy: -8.25 eV
- Kohn-Sham gap: 9.096 eV
- Net charge: 0
- Energy above the lowest of the compared OMol25 structures with the same formula, charge and spin: 1.853 eV
- Max |F|: 4.19 eV/Å

Structure (XYZ):
```
13
Properties=species:S:1:pos:R:3:forces:R:3
C 0.01447 -1.10333 0.23390 0.941 2.382 1.613
C 0.85238 -0.23251 -0.82707 -0.918 0.552 -0.316
C -1.05423 -0.19053 0.76705 0.584 1.625 -3.813
N 1.01223 1.08770 -0.19684 1.039 -1.096 -0.296
N -0.11838 1.65147 0.26749 -1.907 -1.668 0.644
Br -2.75339 -0.15658 -0.15058 0.492 -0.093 0.617
H -0.15560 -1.96794 -0.32295 -1.240 -1.538 -0.427
H 0.51921 -1.33138 1.17989 0.820 -0.349 -0.547
H 1.83126 -0.58429 -1.27276 -1.156 -0.004 0.933
H 0.06656 -0.21444 -1.60937 0.798 0.527 -0.177
H -0.98996 0.15185 1.74654 -0.684 -0.071 1.628
H 1.43167 0.79026 0.66988 1.242 0.577 0.174
H -0.65620 2.09973 -0.48518 -0.012 -0.845 -0.032
```
Forces are in eV/Å.

Computed natural (NBO) charges, given in elementary charges: number 1, C, carries -0.5167; number 2, C, carries -0.2321; number 3, C, carries -0.1893; number 4, N, carries -0.3997; number 5, N, carries -0.4416; number 6, Br, carries 0.0226; number 7, H, carries 0.2445; number 8, H, carries 0.2134; number 9, H, carries 0.2240; number 10, H, carries 0.1962; number 11, H, carries 0.2116; number 12, H, carries 0.3307; number 13, H, carries 0.3364